# 1
{"formula": "C26H20N5O7SY", "method": "the ωB97M-V functional and the def2-TZVPD basis", "species": ["Y", "C", "C", "C", "C", "C", "C", "C", "C", "C", "C", "C", "C", "C", "C", "C", "N", "H", "H", "H", "H", "H", "H", "H", "H", "H", "H", "O", "C", "O", "C", "C", "C", "C", "C", "C", "O", "N", "O", "O", "N", "O", "O", "H", "H", "S", "C", "N", "C", "C", "C", "N", "H", "H", "H", "H", "H", "H", "H", "H"], "positions_angstrom": [[0.064400, -0.394491, -0.103547], [-0.264645, -1.002653, 4.670043], [-0.111296, -2.379060, 4.756287], [0.272438, -3.094417, 3.636285], [0.499138, -2.437449, 2.419483], [0.305486, -1.047010, 2.285692], [-0.072161, -0.369962, 3.450845], [1.023369, -3.199143, 1.246195], [1.393590, -4.565528, 1.364231], [1.916466, -5.228691, 0.300817], [2.138682, -4.549945, -0.917796], [2.709582, -5.171234, -2.048968], [2.928907, -4.455399, -3.191236], [2.604155, -3.086444, -3.234236], [2.055003, -2.462795, -2.148920], [1.783515, -3.187729, -0.970127], [1.196208, -2.553853, 0.098682], [-0.536124, -0.434547, 5.553818], [-0.276225, -2.893290, 5.694679], [0.384764, -4.165005, 3.737900], [-0.207523, 0.708432, 3.408849], [1.254201, -5.078580, 2.300775], [2.185895, -6.275459, 0.380560], [2.967532, -6.221984, -1.990144], [3.359317, -4.930851, -4.062507], [2.777888, -2.517411, -4.137610], [1.832079, -1.405706, -2.200388], [-0.318114, -1.248014, -4.247197], [-0.388662, -0.549319, -3.258912], [-0.729204, -0.951397, -2.066641], [-0.128553, 0.946924, -3.363986], [-0.573499, 1.590626, -4.501306], [-0.498623, 2.971041, -4.596373], [-0.003906, 3.743961, -3.565945], [0.445256, 3.085177, -2.442367], [0.466501, 1.683940, -2.310638], [1.054780, 1.109732, -1.295398], [0.903915, 3.905973, -1.330101], [1.562093, 4.893115, -1.568523], [0.544974, 3.580466, -0.202951], [-0.989322, 3.641429, -5.802856], [-0.922171, 4.855278, -5.841976], [-1.388629, 2.948270, -6.714566], [-0.986616, 1.000963, -5.307597], [0.030354, 4.819551, -3.641804], [-2.533345, 0.415670, 0.487052], [-2.338076, 1.632788, 1.683180], [-1.650120, 2.743432, 1.431876], [-1.565351, 3.865355, 2.361092], [-1.646474, 3.355527, 3.788429], [-2.873313, 2.472204, 3.947989], [-2.925115, 1.488214, 2.869160], [-1.277626, 2.862820, 0.494469], [-2.382788, 4.564557, 2.162850], [-0.629966, 4.387105, 2.170035], [-1.703046, 4.196773, 4.477427], [-0.748459, 2.786305, 4.034228], [-3.784722, 3.074529, 3.938462], [-2.840222, 1.931457, 4.892321], [-3.366590, 0.595751, 3.020904]], "atomic_forces_ev_per_a": [[-0.1, -0.2, -0.2], [0.0, 0.0, 0.0], [0.0, 0.0, 0.0], [0.0, 0.0, 0.0], [0.0, 0.0, 0.0], [0.0, 0.1, -0.3], [0.0, 0.0, -0.1], [0.1, 0.0, 0.1], [-0.1, 0.0, 0.0], [0.0, 0.0, 0.0], [0.0, 0.0, 0.0], [0.0, 0.0, 0.0], [0.0, -0.1, 0.0], [0.0, 0.1, 0.0], [0.0, 0.0, 0.0], [0.0, 0.0, 0.0], [0.0, 0.1, 0.1], [0.0, 0.0, 0.0], [0.0, 0.0, 0.0], [0.0, 0.0, 0.0], [0.0, 0.0, 0.0], [0.0, 0.0, 0.0], [0.0, 0.0, 0.0], [0.0, 0.0, 0.0], [0.0, 0.0, 0.0], [0.0, 0.0, 0.0], [0.0, 0.0, 0.0], [0.0, 0.0, 0.0], [0.0, 0.1, 0.0], [0.2, 0.0, 0.4], [-0.1, 0.0, -0.1], [0.1, -0.1, 0.1], [-0.1, 0.2, 0.0], [0.0, -0.1, -0.2], [0.1, 0.1, 0.0], [0.0, -0.1, -0.2], [-0.2, -0.1, 0.3], [-0.1, 0.2, 0.1], [0.0, -0.1, 0.0], [0.0, 0.1, 0.0], [0.4, 0.0, -0.2], [-0.1, 0.1, 0.1], [-0.1, -0.1, 0.0], [0.0, 0.0, 0.0], [0.0, 0.0, 0.0], [0.0, 0.1, -0.1], [0.0, 0.1, 0.0], [-0.1, -0.1, -0.1], [0.0, 0.0, 0.0], [0.0, -0.1, 0.0], [0.0, 0.0, 0.0], [0.0, 0.0, 0.0], [0.0, -0.1, 0.3], [0.0, 0.0, 0.0], [0.0, 0.0, 0.0], [0.0, 0.0, 0.0], [0.0, 0.0, 0.0], [0.0, 0.0, 0.0], [0.0, 0.0, 0.0], [0.0, 0.0, 0.0]], "multiplicity": 1, "fmax_ev_per_a": 0.4, "gap_ev": 8.02, "relative_energy_kcal_mol": 0.0, "homo_energy_ev": -8.606}

# 2
{"formula": "C26H21BrF4KN5O6P", "method": "the ωB97M-V functional and the def2-TZVPD basis", "species": ["K", "Br", "C", "C", "C", "C", "C", "N", "C", "O", "O", "H", "H", "H", "F", "C", "C", "F", "C", "C", "C", "F", "C", "C", "C", "N", "C", "N", "F", "C", "C", "N", "C", "N", "C", "C", "C", "C", "O", "P", "O", "O", "O", "C", "C", "C", "C", "H", "H", "H", "H", "H", "H", "H", "H", "H", "H", "H", "H", "H", "H", "H", "H", "H", "H"], "positions_angstrom": [[0.272441, -1.394094, 0.204255], [0.553298, -3.229599, 4.004630], [0.864530, -1.339911, 3.924207], [0.763149, -0.606761, 5.093390], [1.004209, 0.753630, 4.984159], [1.333548, 1.292278, 3.751101], [1.434200, 0.459669, 2.645731], [1.186569, -0.857053, 2.751138], [1.895902, 1.051887, 1.279697], [1.904530, 2.281743, 1.217424], [2.258672, 0.206122, 0.409905], [0.510522, -1.083483, 6.028169], [0.935904, 1.387339, 5.860304], [1.519659, 2.345727, 3.599381], [6.212718, 0.252625, 2.794752], [6.235994, 0.098378, 1.481407], [7.179503, 0.746501, 0.787299], [8.042600, 1.511233, 1.448096], [7.309062, 0.648227, -0.648243], [6.330579, -0.211012, -1.274266], [5.384329, -0.863834, -0.585047], [4.547173, -1.630321, -1.257123], [5.252349, -0.764461, 0.857558], [4.284616, -1.409842, 1.559456], [3.325353, -2.270384, 0.930714], [2.574574, -2.961415, 0.408353], [4.167336, -1.293742, 2.983651], [4.066251, -1.209063, 4.123950], [6.376714, -0.362570, -2.593501], [8.276199, 1.302625, -1.349844], [9.262565, 2.153974, -0.749203], [10.097890, 2.837764, -0.356245], [8.431796, 1.210813, -2.773341], [8.641418, 1.191669, -3.902666], [-3.789686, -2.059978, 3.581185], [-3.749232, -0.558870, 3.317857], [-3.097670, 0.160891, 4.491836], [-5.152676, -0.012742, 3.074020], [-2.927315, -0.215008, 2.191399], [-2.679545, -1.071918, 0.852708], [-2.089691, -2.410499, 1.166294], [-1.949334, -0.183120, -0.102912], [-4.225004, -1.247040, 0.354590], [-4.597129, -1.522813, -1.003490], [-3.670353, -2.555063, -1.641066], [-4.588981, -0.217224, -1.793939], [-6.011064, -2.081426, -0.904522], [-4.347683, -2.240496, 4.503369], [-2.781813, -2.462917, 3.682317], [-4.278687, -2.589196, 2.762187], [-3.704966, 0.055693, 5.394239], [-2.986174, 1.221183, 4.259293], [-2.106680, -0.255459, 4.680187], [-5.784097, -0.199763, 3.946850], [-5.595844, -0.490065, 2.201258], [-5.107848, 1.064033, 2.899578], [-2.662271, -2.152207, -1.743202], [-4.042630, -2.813630, -2.635271], [-3.624162, -3.455665, -1.027893], [-3.593219, 0.223551, -1.761004], [-5.299153, 0.485763, -1.352877], [-4.878682, -0.398100, -2.832579], [-6.007106, -3.013429, -0.336105], [-6.417724, -2.277192, -1.899824], [-6.659856, -1.364263, -0.398265]], "atomic_forces_ev_per_a": [[-0.1, -0.3, -0.2], [0.0, 0.2, 0.0], [-0.1, -0.3, 0.1], [0.0, 0.1, -0.1], [0.0, 0.0, 0.0], [0.0, 0.1, -0.1], [-0.1, 0.0, 0.1], [0.2, 0.2, -0.2], [0.2, 0.0, 0.2], [0.1, -0.1, 0.0], [0.2, 0.1, 0.3], [0.0, 0.0, 0.0], [0.0, 0.0, 0.0], [0.0, 0.0, 0.0], [0.0, 0.0, 0.0], [0.0, 0.1, 0.0], [0.0, 0.0, 0.1], [0.0, 0.0, 0.0], [0.1, 0.1, -0.1], [-0.1, -0.1, 0.0], [0.0, 0.1, -0.1], [0.0, 0.0, 0.0], [-0.1, -0.1, 0.0], [0.1, 0.1, -0.1], [-0.1, 0.1, -0.1], [0.1, -0.4, 0.1], [-0.1, 0.0, 0.0], [0.0, -0.1, 0.0], [0.0, 0.0, 0.0], [0.0, 0.0, 0.0], [0.0, 0.0, 0.0], [0.0, 0.0, 0.0], [0.0, 0.0, 0.0], [0.0, 0.0, 0.0], [0.0, 0.0, 0.0], [0.0, 0.0, 0.1], [0.0, 0.0, 0.0], [0.0, 0.0, 0.0], [0.0, 0.0, -0.1], [-0.5, 0.1, -0.2], [0.1, 0.2, -0.1], [0.0, -0.1, 0.1], [0.1, -0.1, 0.2], [0.0, 0.0, 0.0], [0.0, 0.0, 0.0], [0.0, 0.0, 0.0], [0.0, 0.0, -0.1], [0.0, 0.0, 0.0], [0.0, 0.0, 0.0], [0.0, 0.0, 0.0], [0.0, 0.0, 0.0], [0.0, 0.0, 0.0], [0.0, 0.0, 0.0], [0.0, 0.0, 0.0], [0.0, 0.0, 0.0], [0.0, 0.0, 0.0], [0.0, 0.0, 0.0], [0.0, 0.0, 0.0], [0.0, 0.0, 0.0], [0.0, 0.0, 0.0], [0.0, 0.0, 0.0], [0.0, 0.0, 0.0], [0.0, 0.0, 0.0], [0.0, 0.0, 0.0], [0.0, 0.0, 0.0]], "total_charge": -1, "multiplicity": 1, "fmax_ev_per_a": 0.6, "gap_ev": [5.17, 5.17], "relative_energy_kcal_mol": 34.3, "homo_energy_ev": [-6.459, -6.459]}